DFT (ωB97M-V/def2-TZVPD) results for a structure of composition C16H20Cl2N3O2S4W at a distorted geometry.

```
48
Properties=species:S:1:pos:R:3:mulliken_charge:R:1
W 0.5059 -0.0992 -1.2222 1.18
Cl -0.6936 -2.2179 1.7803 -0.19
Cl 1.7252 2.6374 1.7203 -0.15
S -3.2918 -3.5193 -2.7879 -0.06
S -1.6364 0.8973 -1.4465 -0.36
S 1.1798 1.9657 -2.1195 -0.42
S -0.9062 -1.7816 -2.7384 -0.30
O 1.4419 -1.9956 -1.0108 -0.57
O 1.8066 -0.8221 -2.7929 -0.63
N 3.3123 0.1290 -0.5066 -0.34
N -2.7702 -2.0074 -0.8049 0.16
N 0.5013 0.2684 0.4880 -0.47
C 2.2688 -1.6385 -1.9244 0.99
C 0.4608 4.4181 -1.0754 -1.78
C 0.0346 2.9858 -1.2980 0.67
C 0.5180 0.2264 1.8641 -0.54
C 4.0471 -1.1484 -0.4692 -0.64
C 0.5755 0.2102 4.6608 -0.43
C -4.0644 -2.5546 -0.3974 -0.66
C -2.2907 3.3385 -0.3691 -1.37
C -0.0170 -0.8431 2.5905 0.70
C 1.0805 1.2800 2.5890 0.70
C 3.7203 -1.9008 -1.7713 -0.83
C -4.3200 -3.7611 -1.3037 -0.52
C -1.1946 2.5128 -0.9873 0.71
C 1.1138 1.2825 3.9716 -0.65
C 0.0116 -0.8537 3.9711 -0.72
C -2.2991 -2.3500 -1.9840 0.54
H -5.3597 -3.8257 -1.6094 0.40
H -0.4092 -1.6960 4.5034 0.45
H 4.2487 -1.4851 -2.6256 0.36
H -4.0239 -4.6946 -0.8329 0.33
H -1.9608 4.3526 -0.1552 0.38
H 5.1246 -1.0366 -0.3541 0.41
H -4.0205 -2.8542 0.6472 0.31
H 3.6663 -1.7208 0.3726 0.33
H -0.0079 5.0783 -1.8087 0.40
H 3.3390 0.6047 0.3870 0.16
H -2.6380 2.8863 0.5604 0.30
H 3.9331 -2.9654 -1.6814 0.34
H 0.5908 0.2021 5.7426 0.40
H 3.7221 0.7594 -1.1891 0.28
H 1.5393 4.5248 -1.1726 0.45
H -2.3165 -1.2763 -0.2717 0.08
H -4.8359 -1.7924 -0.5079 0.32
H -3.1477 3.3966 -1.0452 0.34
H 1.5555 2.1197 4.4945 0.46
H 0.1806 4.7637 -0.0803 0.43
```

Values from the calculation:
relative energy (zero: lowest compared OMol25 entry of this formula, charge and spin): 23.0 kcal/mol
HOMO level: -10.8 eV
strongest force on any atom: 1.189 eV/Å
frontier orbital gap: 6.85 eV
total charge: +1
multiplicity: 1
lowest unoccupied orbital energy: -3.9 eV